i.
14
Properties=species:S:1:pos:R:3 method="wB97M-V/def2-TZVPD" multiplicity=1 e_homo_ev="-14.224 / -13.878" e_lumo_ev="-4.91 / -5.60" gap_ev="9.315 / 8.275" charge=+1
C -1.342 -0.006 0.043
C 1.832 -0.199 -0.367
N -2.316 -0.838 -0.052
N 0.903 -0.889 0.371
N -1.096 1.241 0.098
O 2.024 1.099 0.204
H 1.839 -0.021 -1.549
H 2.666 -0.844 0.070
H -1.936 -1.787 -0.046
H -3.363 -0.602 -0.383
H 0.674 -1.822 0.073
H -1.775 2.070 0.230
H -0.156 1.527 0.144
H 2.046 1.070 1.164

***

ii.
14
Properties=species:S:1:pos:R:3 method="wB97M-V/def2-TZVPD" multiplicity=1 e_homo_ev=-13.841 e_lumo_ev=-4.29 gap_ev=9.548 charge=+1
C 1.709 -0.094 -0.142
C -2.936 -0.401 0.255
N 1.452 1.196 0.039
N -1.550 -0.123 0.103
N 2.856 -0.649 -0.498
O -1.308 1.003 0.475
H -3.215 -1.173 -0.469
H -3.087 -1.015 1.217
H -3.611 0.560 0.101
H 0.412 1.356 0.396
H 1.972 1.976 -0.329
H 3.658 -0.062 -0.858
H 2.767 -1.731 -0.514
H 0.879 -0.842 0.223

***

Tell me which of them is the most stable. Sure, it is ii.

***

i.
14
Properties=species:S:1:pos:R:3 method="wB97M-V/def2-TZVPD" multiplicity=1 e_homo_ev=-14.900 e_lumo_ev=-3.49 gap_ev=11.410 smiles=NN[C@]1([NH3+])CO1 charge=+1
C 1.764 -0.353 -0.427
C 0.435 -0.039 0.061
N -1.906 -0.593 0.444
N -0.710 -0.708 -0.385
N 0.026 1.408 0.146
O 1.380 -0.340 1.016
H 1.936 -1.357 -0.948
H 2.610 0.331 -0.641
H -2.620 -0.697 -0.240
H -2.064 -1.312 1.187
H -0.558 -1.722 -0.489
H -0.651 1.698 0.884
H -0.441 1.638 -0.743
H 0.798 2.047 0.135

***

ii.
14
Properties=species:S:1:pos:R:3 method="wB97M-V/def2-TZVPD" multiplicity=1 e_homo_ev=-14.211 e_lumo_ev=-3.27 gap_ev=10.939 charge=+1
C 2.241 0.376 0.511
N 2.909 0.470 -0.701
O 1.081 -0.030 0.694
H 2.748 0.996 1.313
H 3.889 0.958 -0.827
H 2.578 -0.143 -1.431
N -1.227 -1.186 0.246
C -2.305 -0.450 0.258
N -2.451 0.517 -0.575
H -0.330 -0.939 -0.018
H -1.007 -1.674 1.191
H -2.981 -0.782 0.963
H -3.397 0.968 -0.523
H -1.747 0.920 -1.102

***

Tell me which of them is the most stable. Sure, it is ii.

***

i.
14
Properties=species:S:1:pos:R:3 method="wB97M-V/def2-TZVPD" multiplicity=1 e_homo_ev=-7.889 e_lumo_ev=-1.55 gap_ev=6.342 charge=0
C -1.947 -0.844 0.446
C -0.136 0.093 -0.532
C 1.881 -0.822 -0.079
C 0.838 0.968 0.054
H -3.348 -0.132 0.806
H -0.967 -1.152 1.777
H -2.022 -2.119 -0.611
H -1.688 1.192 -0.603
H 2.504 2.471 -0.129
N -1.493 0.123 -0.608
O 0.646 -0.993 -0.514
O 2.711 -1.650 0.002
O 2.100 0.561 -0.031
O 0.922 2.303 0.024

***

ii.
14
Properties=species:S:1:pos:R:3 method="wB97M-V/def2-TZVPD" multiplicity=1 e_homo_ev=-8.406 e_lumo_ev=-1.74 gap_ev=6.666 charge=0
C 0.885 -0.767 1.024
C 0.397 0.175 0.026
C -0.564 2.067 -0.844
C -0.239 -0.077 -1.146
H -0.598 -2.091 1.155
H 1.984 -0.864 0.962
H 0.787 -0.680 2.040
H -0.792 2.002 1.491
H -0.176 -2.127 -1.223
N 0.194 1.532 0.121
O 0.383 -2.050 0.846
O -1.296 3.164 -0.834
O -0.666 0.989 -1.811
O -0.298 -1.272 -1.807

***

Tell me which of them is the most stable. Sure, it is ii.

***

i.
12
Properties=species:S:1:pos:R:3 method="wB97M-V/def2-TZVPD" multiplicity=1 e_homo_ev=-8.912 e_lumo_ev=0.31 gap_ev=9.227 smiles="O=CO.CSS" charge=0
C -0.622 1.710 0.042
S 0.415 1.448 1.499
S -0.396 -0.374 1.966
H 0.078 1.546 -0.853
H -1.457 0.973 0.022
H -1.073 2.749 0.125
H -0.663 0.015 3.179
O 0.230 -0.942 -2.254
C 0.464 -1.734 -1.371
O 1.729 -1.792 -0.733
H -0.236 -2.641 -1.369
H 1.530 -0.959 -0.254

***

ii.
12
Properties=species:S:1:pos:R:3 method="wB97M-V/def2-TZVPD" multiplicity=1 e_homo_ev=-9.190 e_lumo_ev=0.59 gap_ev=9.784 smiles="O=CO.CSS" charge=0
C -0.843 0.358 0.910
S -1.062 0.776 -0.838
S -2.856 1.737 -0.828
H -0.637 -0.690 1.104
H -0.008 0.907 1.344
H -1.735 0.646 1.450
H -3.628 0.695 -1.132
O 3.866 -2.589 1.272
C 3.407 -1.863 0.445
O 2.139 -1.403 0.473
H 3.936 -1.478 -0.432
H 1.712 -1.967 1.148

***

Tell me which of them is the most stable. Sure, it is ii.

***

i.
14
Properties=species:S:1:pos:R:3 method="wB97M-V/def2-TZVPD" multiplicity=1 e_homo_ev=-8.525 e_lumo_ev=1.08 gap_ev=9.608 smiles=CSC.C charge=0
C 0.230 2.763 -1.163
H 1.281 2.528 -1.120
H -0.035 3.658 -0.614
H -0.004 3.030 -2.189
H -0.396 1.921 -0.896
C -0.490 -0.250 0.992
S -0.564 -1.354 -0.457
C 0.225 -2.793 0.308
H -1.281 -0.508 1.689
H 0.460 -0.477 1.497
H -0.450 0.793 0.705
H -0.393 -3.087 1.146
H 1.266 -2.651 0.555
H 0.150 -3.573 -0.453

***

ii.
14
Properties=species:S:1:pos:R:3 method="wB97M-V/def2-TZVPD" multiplicity=1 e_homo_ev=-9.127 e_lumo_ev=0.82 gap_ev=9.947 smiles=CC.CS charge=0
C 2.517 -1.542 -0.521
S 3.342 -1.713 1.163
H 1.681 -2.302 -0.627
H 3.168 -1.811 -1.301
H 2.157 -0.480 -0.658
H 4.517 -2.284 0.673
C -2.542 0.622 0.265
C -1.848 1.927 0.149
H -3.425 0.643 -0.385
H -2.105 -0.193 -0.293
H -2.591 0.257 1.281
H -1.317 2.025 -0.910
H -1.118 1.963 0.958
H -2.437 2.887 0.205

***

iii.
14
Properties=species:S:1:pos:R:3 method="wB97M-V/def2-TZVPD" multiplicity=1 e_homo_ev=-9.819 e_lumo_ev=0.81 gap_ev=10.633 smiles=CCC.S charge=0
S 2.008 -0.227 -3.532
H 1.831 0.220 -4.813
H 3.308 -0.651 -3.695
C -0.404 1.217 0.639
C -1.126 -0.138 0.616
C -0.503 -0.963 1.798
H -0.700 1.799 1.535
H -0.628 1.820 -0.233
H 0.681 1.078 0.635
H -1.042 -0.636 -0.392
H -2.149 -0.107 1.023
H -1.169 -1.772 2.158
H 0.492 -1.378 1.633
H -0.598 -0.261 2.629

***

Tell me which of them is the most stable. Sure, it is i.

***

i.
12
Properties=species:S:1:pos:R:3 method="wB97M-V/def2-TZVPD" multiplicity=1 e_homo_ev=-9.093 e_lumo_ev=0.77 gap_ev=9.860 smiles=CS.CS charge=0
C -1.753 0.494 -0.464
C 1.495 0.351 0.206
H -1.835 1.131 0.420
H -0.717 0.464 -0.807
H -2.368 0.923 -1.257
H -1.538 -1.506 0.820
H 0.568 -0.041 0.630
H 2.017 0.960 0.947
H 1.243 0.986 -0.645
H 2.738 -1.615 0.732
S -2.402 -1.170 -0.150
S 2.552 -0.977 -0.432

***

ii.
12
Properties=species:S:1:pos:R:3 method="wB97M-V/def2-TZVPD" multiplicity=1 e_homo_ev=-8.353 e_lumo_ev=0.61 gap_ev=8.967 smiles=CSS.C charge=0
C 2.492 0.483 -2.525
H 3.583 0.313 -2.643
H 2.151 0.784 -3.526
H 2.013 -0.426 -2.101
H 2.161 1.268 -1.854
C -1.001 0.380 1.509
S -1.513 -1.060 2.400
S -3.566 -1.125 2.557
H 0.063 0.352 1.403
H -1.416 0.036 0.581
H -1.208 1.414 2.001
H -3.760 -2.418 2.198

***

iii.
12
Properties=species:S:1:pos:R:3 method="wB97M-V/def2-TZVPD" multiplicity=1 e_homo_ev=-9.174 e_lumo_ev=0.74 gap_ev=9.918 smiles=CCS.S charge=0
S 3.701 -0.016 -0.938
H 2.517 0.629 -0.975
H 4.121 0.782 -1.954
C -0.686 -1.081 0.367
C -1.775 0.012 0.562
S -1.392 1.519 -0.280
H 0.291 -0.736 0.753
H -0.578 -1.094 -0.648
H -0.920 -2.056 0.809
H -2.721 -0.467 0.196
H -1.952 0.157 1.719
H -0.605 2.351 0.389

***

iv.
12
Properties=species:S:1:pos:R:3 method="wB97M-V/def2-TZVPD" multiplicity=1 e_homo_ev=-9.167 e_lumo_ev=0.46 gap_ev=9.622 smiles=CSS.C charge=0
C -0.271 -3.653 0.688
H -0.397 -3.925 1.751
H -1.120 -4.107 0.192
H -0.091 -2.590 0.597
H 0.556 -4.283 0.340
C -0.057 3.603 -0.694
S -0.575 1.850 -0.990
S 1.157 0.703 -0.613
H -0.496 4.230 -1.489
H -0.632 3.894 0.182
H 0.998 3.861 -0.677
H 0.928 0.418 0.713

***

Tell me which of them is the most stable. Sure, it is iv.